(1)
Below is 2 unconnected molecules or ions with the total composition C3H4O5, with properties calculated with ωB97M-V with the def2-TZVPD basis set.

```
12
Properties=species:S:1:pos:R:3:forces:R:3:mulliken_charge:R:1
O -1.7612 -0.5914 0.5271 0.56 0.78 0.36 -0.801
O -2.5799 -1.4221 -1.3830 -0.32 0.24 -0.62 -0.838
C -2.3809 -1.5327 -0.1170 0.68 -0.49 -0.25 0.546
O -2.7098 -2.6098 0.5043 -0.41 -0.43 0.38 -0.842
O 1.1219 0.2702 1.8490 -0.30 -0.44 -0.93 -0.571
C 1.1143 -0.3286 0.7902 0.61 -0.19 1.65 0.329
O 1.5046 0.2193 -0.3627 -0.46 0.18 -1.10 -0.249
C 1.2082 1.5967 -0.5699 0.00 0.18 0.28 -0.599
H 1.5683 1.8384 -1.5745 -0.05 -0.08 0.17 0.208
H 0.1259 1.7708 -0.5077 0.19 -0.25 0.03 0.287
H 1.7229 2.2185 0.1741 -0.08 -0.06 -0.11 0.250
H 1.0657 -1.4293 0.6701 -0.43 0.55 0.13 0.279
```
Forces are in eV/Å.

Charge: -2
ΔE to the lowest compared entry with this formula, charge and spin, eV: 0.250
HOMO energy, eV: 2.550
Gap between HOMO and LUMO, eV: 3.3
Strongest force on any atom, eV Å⁻¹: 1.8

***

(2)
Below is a single CBrFN2O4 molecule, with properties calculated with ωB97M-V with the def2-TZVPD basis set.

```
9
Properties=species:S:1:pos:R:3:forces:R:3:mulliken_charge:R:1
O -1.9016 -0.5071 -0.9126 0.16 -0.57 -2.95 -0.501
N -1.2753 -0.6954 0.0783 0.51 1.78 0.04 0.944
O -1.7798 -0.6160 1.1403 0.12 -0.64 3.48 -0.497
C 0.1876 -0.7354 -0.0358 4.08 -2.85 -2.27 0.223
F 0.6299 -1.6154 -1.1065 -1.27 2.64 2.89 -0.206
N 1.1542 -0.3161 0.8294 -2.90 0.75 -1.58 0.681
O 0.9079 0.3400 1.8129 0.67 -0.15 0.04 -0.509
O 2.5467 -0.5525 0.4567 -2.71 -3.72 1.79 -0.319
Br 3.5240 0.6224 -0.2949 1.35 2.75 -1.44 0.184
```
Forces are in eV/Å.

SMILES string: O=[N+]([O-])/C(F)=[N+](\[O-])OBr
Charge: 0
ΔE to the lowest compared entry with this formula, charge and spin, eV: 3.284
HOMO energy (alpha / beta), eV: -10.637 / -10.636
Gap between HOMO and LUMO (alpha / beta), eV: 8.8 / 8.8
Strongest force on any atom, eV Å⁻¹: 5.5

***

(3)
Below is 2 unconnected molecules or ions with the total composition C4H8O2, with properties calculated with ωB97M-V with the def2-TZVPD basis set.

```
14
Properties=species:S:1:pos:R:3:forces:R:3:mulliken_charge:R:1
C -0.6833 -1.9047 1.1535 -0.05 -0.02 0.03 -0.920
C 1.2156 -0.6959 -0.8523 0.26 0.28 0.27 -0.507
O 1.2770 0.3355 -0.0406 0.11 -0.25 -0.26 -0.117
C 0.8798 1.5765 -0.6179 0.25 0.59 -0.17 0.693
O 1.7505 2.3457 -0.8679 -0.39 -0.26 0.07 -0.464
C -0.5932 1.8087 -0.7531 -0.01 0.02 -0.01 -0.847
H -0.0842 -1.2712 1.8138 -0.10 -0.11 -0.15 0.227
H -1.7411 -1.6577 1.2621 0.10 -0.07 0.06 0.284
H -0.5168 -2.9554 1.3991 -0.06 0.13 0.00 0.304
H 1.7569 -1.4796 -0.2709 -0.23 0.07 -0.10 0.259
H -0.4002 -1.7330 0.1118 -0.16 -0.11 0.15 0.170
H -1.0696 1.0513 -1.3816 0.20 -0.01 0.12 0.312
H -0.7294 2.7991 -1.1914 -0.01 -0.19 0.07 0.306
H -1.0621 1.7808 0.2354 0.09 -0.07 -0.10 0.300
```
Forces are in eV/Å.

Charge: 0
ΔE to the lowest compared entry with this formula, charge and spin, eV: 3.828
HOMO energy, eV: -9.171
Gap between HOMO and LUMO, eV: 9.6
Strongest force on any atom, eV Å⁻¹: 0.7

***

Q: Which value of strongest force on any atom does entry 2 give?
A: 5.5 eV Å⁻¹

***

Q: charge of number 3 (C4H8O2)?
A: 0

***

Q: Among the records above, which one has the highest ΔE to the lowest compared entry with this formula, charge and spin?
A: C4H8O2